C41H61BBrN14O7P2S2 | ωB97M-V with the def2-TZVPD basis set

```
129
Properties=species:S:1:pos:R:3:forces:R:3
H 2.351605 5.141579 -4.340109 -0.01 0.02 0.02
O 1.190981 -4.588258 2.466987 -0.15 0.34 -0.07
H 5.675905 -2.037964 2.142678 -0.04 0.02 0.00
H 2.212418 0.430288 1.138803 0.27 0.07 0.02
N -5.778812 0.685366 -4.299875 0.03 -0.06 -0.19
C -3.036664 5.112877 -7.464252 -0.01 -0.02 -0.06
H -4.837429 -1.592191 -3.394406 -0.14 -0.03 -0.01
H -0.962813 4.645535 -1.744591 0.04 -0.07 0.00
H -1.012012 -1.082977 -5.618195 0.08 0.11 -0.14
H 1.003365 -0.161531 -7.844405 -0.01 0.00 0.01
H 8.637153 7.103068 -4.589723 0.01 0.01 0.01
C -1.977910 -2.135458 9.112087 0.02 -0.14 -0.05
H -6.047981 0.798754 -1.181608 0.01 0.00 0.00
H 0.125469 9.464522 -3.779364 0.03 -0.03 0.03
H 4.440786 -3.052393 6.964943 0.02 -0.02 -0.02
C 2.017276 -3.426658 -1.275525 0.13 -0.30 0.30
C -2.191007 -3.566052 8.941486 0.07 -0.03 -0.01
N -5.374844 -4.042787 -1.392837 0.09 0.09 0.10
H -2.668062 -0.275559 4.793380 0.01 -0.06 0.05
C -1.892982 9.798136 -4.252381 0.08 -0.05 0.11
C -0.387550 -0.602682 -4.862547 -0.09 -0.22 0.45
P 1.015505 -0.055325 -1.418031 0.21 -0.37 -0.53
C 6.385653 -1.983891 4.108529 -0.04 -0.04 -0.17
H 2.357268 -2.223747 2.664287 0.16 -0.08 -0.06
C -3.558640 -4.559024 4.745960 0.02 -0.01 -0.12
C 1.598319 -3.615020 -2.739171 0.12 0.27 -0.05
C 1.070891 4.522594 -1.253891 -0.16 -0.02 -0.09
C 0.831337 -0.885587 3.197171 -0.08 -0.08 -0.08
H 2.802769 -4.197096 -1.185495 0.01 0.01 -0.01
C -6.435619 1.500285 -1.918325 0.00 0.03 0.05
C 0.978575 -3.678743 -0.117048 0.72 0.09 -0.36
N -5.865344 -3.161250 -2.361900 0.05 0.05 -0.06
C 3.842256 -1.185936 6.240744 -0.10 -0.10 -0.09
H -0.013076 0.586045 -9.090694 0.01 -0.01 -0.01
H -3.967624 5.639201 -7.665916 0.00 0.00 -0.01
H -1.550921 -4.119615 9.626055 -0.02 0.01 0.03
H 1.571635 -0.860363 -4.005271 0.09 -0.15 0.09
P 1.973729 -4.677493 1.079732 -0.39 -0.90 -0.29
H 0.132795 5.472331 -2.860242 -0.08 0.01 -0.02
N 3.968452 -0.052039 6.131110 0.07 0.20 0.02
B 1.650565 -1.399986 -0.043964 0.38 0.10 0.03
H -4.106024 -5.575068 3.000539 0.02 0.01 -0.03
C 0.795050 0.761761 -8.383275 0.03 -0.02 -0.05
N 5.867931 6.182122 -5.766112 0.04 -0.05 -0.21
H 7.560812 8.511353 -4.508400 0.00 0.00 0.01
H -6.009948 2.484176 -1.731006 0.01 -0.01 0.01
H -0.206005 6.180173 -1.268520 0.01 0.00 -0.01
H -7.518670 1.552307 -1.826560 0.00 0.00 0.01
C 6.652081 6.736949 -5.141825 0.07 0.06 0.10
H 0.521344 1.017454 2.266899 -0.01 0.01 0.03
N -4.424603 -4.844658 11.425504 0.15 -0.11 0.08
N 0.096471 2.566758 -6.646996 -0.06 0.34 0.01
O 2.375146 0.919044 -1.452532 -0.39 0.21 0.16
C 2.196080 -1.150043 2.598170 -0.15 0.15 0.22
C 6.324451 -1.424320 2.766173 -0.05 0.08 -0.02
C -1.142069 0.486151 3.496277 0.20 0.01 -0.07
H 3.700293 -3.075130 5.358827 0.01 0.00 -0.01
C -2.664284 5.283832 -6.068504 0.00 -0.08 -0.10
C 2.634834 7.178203 -3.943659 -0.01 -0.21 -0.05
H 2.459561 -3.322778 -3.344584 -0.02 0.02 0.00
H -3.167041 4.053912 -7.679149 0.01 0.00 0.00
H 4.041132 -4.381623 0.822352 0.04 0.06 0.03
H -0.019096 -5.326038 -1.138930 0.06 -0.02 0.05
H 4.008614 5.601243 -3.919713 0.02 -0.03 -0.01
H 1.215972 -1.978071 -5.375845 0.21 0.07 0.04
H -7.304467 -4.147973 10.379485 0.00 0.00 -0.01
C 7.635568 7.440400 -4.330668 0.04 0.02 0.02
N -2.708822 10.141540 -4.980660 -0.13 0.07 -0.14
N 6.411238 -2.446548 5.156380 0.19 -0.10 0.15
H -1.669278 1.399392 3.247747 -0.09 -0.03 0.05
H -1.609007 -3.842101 -1.908301 -0.01 0.01 -0.03
C -0.979224 -1.604356 4.646306 -0.11 -0.05 0.06
H 1.440473 -4.678646 -2.927543 -0.04 -0.01 0.08
H 7.321553 -1.391454 2.331269 0.00 0.01 -0.01
O 0.629719 -2.405821 0.336657 -0.31 -0.29 0.53
H -6.686130 -2.678039 11.158017 0.00 0.01 -0.01
H 2.928081 -0.694913 3.279778 0.02 -0.01 0.00
C -4.889093 -2.391910 -2.673094 0.02 0.00 0.08
C -4.145447 -3.700839 -1.193572 -0.17 0.07 -0.22
H -6.183679 -3.085074 9.507717 -0.01 0.01 0.00
Br -0.537338 1.279235 -0.407729 -0.16 0.17 0.19
C 3.118712 5.906255 -4.462020 -0.21 -0.09 0.07
S 0.160310 -2.710732 -3.361714 -0.13 -0.26 0.11
H 5.915078 -0.416322 2.809778 -0.03 0.00 -0.02
H -3.106209 -4.133162 2.739372 0.02 0.03 0.03
H -1.011601 -0.496724 -3.970588 0.03 0.17 -0.04
H -1.401624 -2.321559 5.339106 0.06 -0.11 -0.02
H -1.974822 -3.864635 7.918270 -0.05 0.02 -0.02
C -1.478033 -3.751998 -0.835583 0.23 -0.05 -0.61
H -0.892021 9.981604 -2.423714 0.01 -0.01 0.01
N -3.279150 -4.564303 5.857500 0.01 0.00 0.19
C 2.436886 -0.638143 1.172512 -0.29 -0.53 -0.09
C -0.058819 5.248241 -1.812061 -0.06 0.09 -0.04
O -3.763107 -2.656931 -1.968705 0.02 -0.03 0.00
H 2.223867 1.760648 -0.996483 0.24 0.03 0.00
H 1.686871 1.068615 -8.926358 0.00 -0.02 -0.01
H 0.820058 -2.719815 4.301082 0.00 -0.04 0.03
H -0.514766 -5.133279 0.510946 0.08 0.03 0.03
H -0.096634 0.404394 -5.150319 0.03 -0.07 -0.21
N 1.954844 3.926090 -0.836429 0.26 -0.04 0.09
C 0.818545 -1.476488 -4.491132 -0.32 0.16 -0.32
H 0.482293 -3.925918 2.394524 0.15 0.15 0.23
N -1.810264 -1.009407 9.246181 -0.02 0.21 0.06
C -3.911561 -4.557300 3.333473 -0.07 0.02 0.07
C 3.653961 -2.625818 6.348557 -0.16 -0.02 0.08
N 2.235157 8.172240 -3.535338 -0.02 0.20 0.07
O 2.154417 -6.058302 0.584205 0.05 0.19 0.08
C 0.408470 1.796109 -7.435047 0.02 -0.20 0.00
C -0.856290 9.368907 -3.322721 -0.03 0.01 -0.02
S -2.999908 -4.406524 -0.105338 -0.01 -0.16 0.20
H -4.807913 -3.957092 3.187322 0.01 0.00 -0.06
H 7.453415 7.241019 -3.276385 0.00 0.00 0.00
N -2.368937 5.402391 -4.968872 0.08 0.13 0.30
H 2.679503 -2.832238 6.789984 0.00 0.01 0.00
H 3.363707 6.006732 -5.514592 0.05 -0.02 -0.01
H -1.012390 8.326215 -3.052714 0.00 -0.02 -0.02
H 3.500649 -0.777587 0.952450 0.04 0.28 -0.02
C -0.258447 -4.570224 -0.392415 -0.35 0.34 0.03
H -2.253136 5.512642 -8.104900 0.00 0.00 0.00
C -1.694913 -0.454036 4.352690 -0.06 0.21 -0.07
O 3.380311 -3.997609 1.412108 0.06 0.21 0.10
H -1.356214 -2.695782 -0.616294 -0.04 -0.03 0.25
C -6.439948 -3.495312 10.483121 -0.02 0.04 -0.03
C -6.073817 1.053392 -3.255469 0.01 0.00 0.11
H -3.226711 -3.808254 9.163095 0.01 -0.07 -0.01
C -5.311878 -4.249406 11.011890 -0.13 0.05 -0.02
C 0.261800 -1.820188 4.063994 0.04 0.06 0.04
C 0.112348 0.276315 2.938919 0.02 -0.03 -0.06
O 2.587116 -2.199496 -0.928916 -0.34 0.16 -0.23
```
Forces are in eV/Å.

Values from the calculation:
E_tot = -189671.319 eV
Net charge = -1
Largest force on an atom = 1.0 eV/A
Frontier orbital gap = 5.9 eV
M = 1078.83 g mol⁻¹
HOMO energy = -4.2514 eV
LUMO = 1.69 eV